A molecular structure, C22H22Cl5N3O3PSZr, computed with ωB97M-V/def2-TZVPD.

Geometry as ORCA input:
```
! RIJCOSX wB97M-V def2-TZVPD def2/J DEFGRID3
* xyz 3 1
Zr 0.35118 0.63105 0.52037
N 1.43251 1.25694 4.55963
C 0.14064 1.73622 4.78724
C -0.48382 2.18530 5.94383
C -1.79301 2.59564 5.80425
C -2.45098 2.56232 4.56202
C -1.82092 2.11512 3.41818
C -0.50240 1.69620 3.55322
N 0.41032 1.18948 2.60626
C 1.55405 0.95129 3.27627
C 2.70473 0.41426 2.56222
C 3.94464 0.07724 2.99325
S 4.86853 -0.53753 1.69708
C 3.57067 -0.31996 0.64865
N 2.48651 0.18789 1.20828
H 2.14995 1.15608 5.26467
H 0.02021 2.21283 6.90029
H -2.32929 2.95359 6.67208
H -3.47769 2.89683 4.50671
H -2.34031 2.09626 2.46810
H 4.36065 0.14836 3.98672
H 3.62981 -0.58731 -0.39630
Cl -2.17322 -1.27659 2.27057
C -1.46320 -2.03855 0.88868
C -0.50405 -1.30869 0.20082
C 0.03250 -1.87070 -0.93916
Cl 1.17865 -0.79301 -1.75765
C -0.28855 -3.11751 -1.43082
Cl 0.43541 -3.72898 -2.84332
C -1.24811 -3.84446 -0.69846
Cl -1.70053 -5.38383 -1.23392
C -1.84645 -3.30543 0.46142
Cl -3.02255 -4.18156 1.31972
C -3.01384 5.32417 -1.19832
C -1.51504 5.30987 -1.28544
O -0.98349 4.04685 -0.67099
P -0.61401 2.80066 -1.53362
O 0.85628 2.32578 -0.76158
C 2.03963 3.20935 -0.95958
C 2.42021 3.85596 0.34354
O -1.27897 1.55183 -0.53822
C -2.71783 1.17588 -0.77952
C -2.86049 0.36805 -2.03923
H -3.37635 6.28074 -1.57660
H -3.34991 5.22361 -0.16707
H -3.46052 4.54234 -1.81530
H -1.04732 6.09239 -0.69656
H -1.15130 5.35831 -2.31179
H 1.75575 3.94052 -1.71761
H 2.81748 2.57340 -1.37654
H 1.60576 4.46455 0.73477
H 3.28109 4.50450 0.17719
H 2.71018 3.10955 1.08685
H -3.26135 2.11997 -0.80467
H -3.00200 0.62804 0.11624
H -2.55714 0.92998 -2.92266
H -3.91379 0.11038 -2.16118
H -2.29361 -0.56118 -1.98336
*
```

The highest occupied orbital energy comes out at -16.961 eV. The calculation puts the orbital gap at 0.2562 Eh. For the largest force on an atom, the calculation gives 0.15 eV/Å.


C22H22ClN3O4S in the gas phase in a non-equilibrium geometry, computed with ωB97M-V/def2-TZVPD.

Geometry as ORCA input:
```
! RIJCOSX wB97M-V def2-TZVPD def2/J DEFGRID3
* xyz 0 1
C 5.97605 0.08792 -0.32649
S 4.20859 -0.02791 0.02005
O 3.56483 -0.60482 -1.12711
O 4.03059 -0.66697 1.28895
N 3.82720 1.60752 0.16409
C 3.12983 1.96735 1.37956
C 1.66190 1.54431 1.33166
N 1.00658 2.12714 0.17447
C -0.38942 2.03997 0.12090
C -1.08358 2.67051 -0.91739
C -2.45055 2.55006 -1.04232
C -3.18289 1.81243 -0.11771
N -4.56352 1.63652 -0.29780
C -5.31296 0.50565 -0.16940
O -6.52912 0.56053 -0.23883
C -4.62568 -0.77957 0.01914
C -5.19116 -1.96894 0.41735
C -4.15347 -2.91338 0.43642
C -3.01233 -2.24946 0.03693
C -1.63861 -2.69584 -0.08441
C -0.63509 -1.80452 -0.47626
C 0.68068 -2.21518 -0.55659
C 1.00796 -3.52633 -0.24216
Cl 2.65416 -4.02493 -0.32433
C 0.02623 -4.42980 0.13969
C -1.28751 -4.01449 0.21552
O -3.30875 -0.96023 -0.22399
C -2.52037 1.28531 0.98353
C -1.14701 1.37841 1.09114
C 1.69946 1.78998 -1.06284
C 3.17503 2.18032 -0.99374
H 6.10270 0.67719 -1.22411
H 6.44375 0.56172 0.52512
H 6.35840 -0.91483 -0.46927
H 3.62737 1.46315 2.20694
H 3.21168 3.05097 1.50316
H 1.16871 1.90820 2.23457
H 1.62601 0.44285 1.31203
H -0.54824 3.26051 -1.64464
H -2.95806 3.01994 -1.87218
H -5.09432 2.44296 -0.60287
H -6.22143 -2.11720 0.66666
H -4.23887 -3.94470 0.70918
H -0.90157 -0.78478 -0.71110
H 1.46635 -1.53939 -0.85871
H 0.29532 -5.44700 0.37593
H -2.04862 -4.71732 0.51431
H -3.08043 0.77008 1.74930
H -0.67457 0.90524 1.93565
H 1.23613 2.31054 -1.89922
H 1.64426 0.70878 -1.25319
H 3.68594 1.81424 -1.88420
H 3.28241 3.26730 -0.93141
*
```

As for the structure (SMILES): CS(=O)(=O)N1CCN(c2ccc(NC(=O)c3ccc(-c4ccc(Cl)cc4)o3)cc2)CC1. The highest occupied orbital energy comes out at -7.830 eV. The calculation puts the orbital gap at 0.2971 Eh. For the largest force on an atom, the calculation gives 1.35 eV/Å.


A molecular structure, C22H22CoF6N11O10S2Se in a non-equilibrium geometry, computed with ωB97M-V/def2-TZVPD.

Geometry as ORCA input:
```
! RIJCOSX wB97M-V def2-TZVPD def2/J DEFGRID3
* xyz 0 5
Co 13.52046 8.37226 14.05699
C 14.07391 9.58302 18.11616
C 13.66124 9.49423 16.71774
N 13.76504 8.36377 16.02959
O 14.24107 7.31740 16.81016
C 13.06695 10.56092 15.97612
C 12.66128 11.83122 16.53677
N 13.17606 10.28124 14.63274
O 12.94218 11.12842 13.79250
H 15.06598 9.10566 18.17548
H 13.47610 9.05468 18.86574
H 14.29161 10.65744 18.30561
H 14.84803 6.75491 16.21596
H 12.58598 11.67940 17.64097
H 11.79602 12.26303 16.00074
H 13.46015 12.59812 16.43752
O 11.52956 7.52272 11.94186
C 10.96182 7.76804 13.10255
O 11.61247 8.16873 14.10932
C 9.47495 7.75772 13.21426
C 8.64824 7.17205 12.22129
C 7.32071 6.99045 12.44496
C 6.77251 7.37848 13.68207
C 7.55065 8.08938 14.59773
C 8.90047 8.10609 14.39731
N 5.43563 7.02642 13.96193
O 4.84914 6.15303 13.28657
O 4.91362 7.73774 14.88807
H 9.04852 6.95280 11.19597
H 6.71377 6.51327 11.67408
H 7.10412 8.52943 15.53079
H 9.59350 8.42319 15.18748
N 13.91197 6.16860 11.61185
N 14.68515 5.82917 12.65861
N 15.80737 5.16044 12.76388
C 16.16649 5.34310 14.02038
N 15.33551 6.12413 14.72379
N 14.38640 6.47551 13.87060
H 13.95892 5.50440 10.84897
H 12.96491 6.63556 11.82547
H 17.09418 4.89120 14.37677
F 16.52143 7.40739 10.81536
C 16.10826 8.59552 10.36202
F 17.11744 9.17756 9.64269
F 15.09311 8.30373 9.47009
S 15.45203 9.74176 11.71478
O 14.28324 8.94915 12.27235
O 15.06225 10.97459 11.10595
N 16.53064 9.96056 12.77853
S 17.27049 9.10308 13.89246
O 17.80528 7.82540 13.43932
O 16.56250 9.12084 15.15537
C 18.62631 10.45858 14.21946
F 19.02215 10.46315 15.53843
F 19.73768 10.19953 13.56104
F 18.18338 11.59572 13.82299
C 12.48606 12.96648 11.10935
N 11.67985 11.74517 10.85362
C 10.39784 11.42523 11.35735
Se 9.40018 12.33472 12.64493
N 9.99143 10.29317 10.69456
C 10.93186 9.92998 9.70030
C 10.77554 9.24194 8.48431
C 11.88733 9.14525 7.64153
C 13.01548 9.86933 7.90311
C 13.07554 10.76830 8.99456
C 11.99565 10.76660 9.88575
H 12.21868 13.23514 12.13677
H 12.22844 13.72444 10.33426
H 13.55263 12.75724 11.14011
H 9.07802 9.88526 10.83342
H 9.78877 8.76539 8.19856
H 11.81100 8.58275 6.66562
H 13.92582 9.71838 7.29262
H 13.83999 11.51054 9.16317
*
```

The expectation value of S² is 6.07. The highest occupied orbital energy (alpha / beta) comes out at -7.415 / -7.406 eV. The calculation puts the orbital gap (alpha / beta) at 0.2265 / 0.1594 Eh. For the largest force on an atom, the calculation gives 4.46 eV/Å.